Entry 1:
Density functional theory data (ωB97M-V/def2-TZVPD) for the ion C6H11FN with charge +1.

HOMO level = -13.42 eV
SMILES = C#CC[C@@](C)(F)C[NH3+]

```
! RIJCOSX wB97M-V def2-TZVPD def2/J DEFGRID3
* xyz 1 1
C -3.0346 -2.2008 1.2135
C -2.0507 -1.5228 1.4180
C -0.2459 -1.0400 -0.8815
C -1.1162 -0.3774 1.5187
C 0.9320 0.9218 0.2750
C -0.3864 0.0450 0.1151
N 1.2926 1.8093 -0.9265
F -1.2389 0.9094 -0.6177
H -3.8990 -2.7817 1.2221
H -1.1906 -1.2043 -1.2130
H 0.0915 -1.8888 -0.3859
H 0.3504 -0.9400 -1.7462
H -1.5708 0.5063 1.9065
H -0.1970 -0.4492 2.2735
H 0.7392 1.5509 1.0974
H 1.7725 0.3290 0.2330
H 0.4453 2.2777 -1.0749
H 1.5702 1.1510 -1.7227
H 1.9785 2.4961 -0.7220
*
```



Entry 2:
Density functional theory data (ωB97M-V/def2-TZVPD) for an isolated molecule of C6H14O3.

HOMO level = -9.97 eV
SMILES = CC[C@@H](O)O[C@H](O)CC

```
! RIJCOSX wB97M-V def2-TZVPD def2/J DEFGRID3
* xyz 0 1
C -3.0002 -0.3837 -0.6902
C -1.5179 0.1721 -1.0821
C -0.4556 -0.9609 -0.7871
C 0.5108 0.1382 1.3965
C 1.5942 1.0134 0.7247
C 2.9438 0.3386 0.4701
H -3.7416 0.2035 -1.3247
H -3.3479 -0.2258 0.3985
H -3.3380 -1.4531 -0.8500
H -1.4768 0.5702 -2.2623
H -0.9908 1.0775 -0.4933
H -0.9048 -1.9919 -0.7947
H 1.2996 -1.5809 -1.5168
H 1.0421 -0.3124 2.2280
H -1.4038 0.5238 1.8851
H 1.0923 1.1916 -0.1622
H 1.7639 1.9765 1.2284
H 2.7432 -0.5744 -0.2135
H 3.6042 0.9860 -0.2356
H 3.4234 0.0133 1.5072
O 0.5824 -0.9429 -1.7871
O 0.0230 -0.9290 0.6535
O -0.4455 1.1503 1.7075
*
```



Entry 3:
Density functional theory data (ωB97M-V/def2-TZVPD) for an isolated molecule of C5H8BrCl.

HOMO level = -9.66 eV
SMILES = C=C[C@@](C)(Br)CCl

```
! RIJCOSX wB97M-V def2-TZVPD def2/J DEFGRID3
* xyz 0 1
C -0.0976 0.9898 1.8908
C -0.1440 1.0458 0.5907
C -0.0751 0.2904 -1.7311
C -0.0158 -1.4826 0.0878
C 0.4048 -0.0137 -0.2810
Cl -1.7727 -1.6227 0.2669
Br 2.4037 0.0538 -0.0040
H -0.5567 1.6744 2.6151
H 0.5881 0.1308 2.2105
H -0.4399 1.9801 0.0816
H 0.4149 -0.4194 -2.4180
H -1.0981 0.0702 -1.7360
H -0.1498 1.3593 -1.9997
H 0.2132 -2.2538 -0.7274
H 0.3250 -1.8025 1.1537
*
```



Entry 4:
Density functional theory data (ωB97M-V/def2-TZVPD) for a structure of composition C20H18BrN4ORuS4.

HOMO level (spin up / spin down) = -7.26 / -7.29 eV

```
! RIJCOSX wB97M-V def2-TZVPD def2/J DEFGRID3
* xyz 0 2
Ru -0.3143 -0.5415 0.2046
C -1.1333 3.6602 -0.1945
C -0.8048 2.2717 0.2459
N -0.3909 1.3454 -0.5711
N -0.2190 1.5723 -1.8682
C 0.6676 0.7088 -2.3975
O 1.3935 -0.0422 -1.7129
C 0.7038 0.6738 -3.8869
C -0.0085 1.5978 -4.6515
C -0.0464 1.4744 -6.0305
C 0.6167 0.4252 -6.6547
C 1.3323 -0.4912 -5.8985
C 1.3834 -0.3614 -4.5195
C -0.7647 1.8774 1.6375
C -1.0684 2.7335 2.6955
C -0.8345 2.3202 3.9902
C -0.2987 1.0561 4.2050
C -0.0572 0.2392 3.1193
N -0.2953 0.6209 1.8610
H -1.0354 3.7288 -1.2737
H -0.4575 4.3779 0.2753
H -2.1559 3.9202 0.0874
H -0.5301 2.3984 -4.1486
H -0.5984 2.1963 -6.6187
H 0.5765 0.3273 -7.7325
H 1.8520 -1.3082 -6.3840
H 1.9466 -1.0574 -3.9120
H -1.4751 3.7120 2.4822
H -1.0626 2.9718 4.8232
H -0.0680 0.7085 5.2015
H 0.3325 -0.7612 3.2509
C 1.0265 -4.5050 -3.4047
C 0.0016 -3.4899 -2.9892
C -1.1909 -3.3193 -3.6820
C -2.1046 -2.3699 -3.2611
C -1.7821 -1.6282 -2.1452
Br -2.9931 -0.3654 -1.4270
N -0.6451 -1.7539 -1.4711
C 0.2306 -2.6699 -1.8951
H 0.6303 -5.1635 -4.1756
H 1.3371 -5.1117 -2.5540
H 1.9182 -4.0133 -3.7998
H -1.4057 -3.9282 -4.5515
H -3.0440 -2.2054 -3.7670
H 1.1504 -2.7342 -1.3343
S 0.4111 -2.5664 1.3803
S -0.6259 -4.3117 4.5471
S -2.2095 -3.2741 4.3964
S -1.5724 -2.4104 1.3756
*
```



Entry 5:
Density functional theory data (ωB97M-V/def2-TZVPD) for a cluster of 10 separate species, C40H98N2O8 in total.

HOMO level = -9.54 eV
SMILES = CC(N)=O.CC(N)=O.CCCCCC.CCCCCC.CCCCCC.CCCCCC.CCCCCC.OCCO.OCCO.OCCO

```
! RIJCOSX wB97M-V def2-TZVPD def2/J DEFGRID3
* xyz 0 1
C 0.3351 -0.6651 -5.1022
C 1.2485 -0.9906 -3.9016
C 1.9856 -2.3171 -4.0543
C 2.8137 -2.5106 -2.7845
C 3.3112 -3.9714 -2.5134
C 4.3150 -4.4502 -3.5882
H -0.3870 -1.4098 -5.4322
H 0.9857 -0.4813 -5.9639
H -0.1349 0.3113 -4.9750
H 2.0208 -0.2264 -3.7996
H 0.5834 -0.9768 -3.0360
H 2.5258 -2.1938 -4.9951
H 1.3094 -3.1684 -4.1618
H 3.6643 -1.8251 -2.7971
H 2.1983 -2.2578 -1.9188
H 3.7996 -4.0146 -1.5407
H 2.4309 -4.6151 -2.4689
H 4.6701 -5.4594 -3.3606
H 3.9339 -4.4879 -4.6068
H 5.2338 -3.8709 -3.4773
C 7.2717 -2.6565 -1.2675
C 6.8775 -3.7057 -0.1919
C 5.6676 -3.3345 0.7078
C 5.8102 -2.0224 1.4898
C 4.5318 -1.7715 2.3388
C 4.3942 -0.2755 2.6018
H 7.9202 -1.8668 -0.8887
H 6.3618 -2.2066 -1.6675
H 7.8035 -3.1467 -2.0828
H 6.4936 -4.5857 -0.7131
H 7.6754 -4.0063 0.4865
H 5.5260 -4.1778 1.3927
H 4.7267 -3.3781 0.1562
H 6.6619 -1.9200 2.1628
H 5.9109 -1.2676 0.7057
H 3.6328 -2.0814 1.8072
H 4.7050 -2.2767 3.2889
H 5.2208 0.1391 3.1823
H 4.3505 0.3602 1.7122
H 3.4568 0.0242 3.0789
C -5.3223 -4.9383 3.4206
C -4.2935 -4.7008 4.5121
C -3.8972 -3.2145 4.6157
C -2.9336 -2.6127 3.6177
C -3.6124 -1.7463 2.5407
C -2.6028 -0.9174 1.7374
H -6.1560 -4.2384 3.4642
H -5.5340 -6.0081 3.4573
H -4.8443 -4.7825 2.4503
H -4.5729 -5.1103 5.4827
H -3.4296 -5.2899 4.1877
H -3.3999 -3.1656 5.5892
H -4.8397 -2.6772 4.7457
H -2.3100 -1.9478 4.2195
H -2.3005 -3.3186 3.0787
H -4.1802 -2.4243 1.8983
H -4.3495 -1.0557 2.9545
H -3.1619 -0.2061 1.1182
H -2.0120 -0.2809 2.3932
H -2.0737 -1.4315 0.9333
C -1.2013 2.1056 -2.0696
C -0.1889 1.3782 -1.1984
C -0.1564 1.9302 0.2290
C 0.7265 1.1489 1.2398
C 0.7837 1.8190 2.6159
C -0.4568 1.6682 3.4555
H -1.0836 1.6580 -3.0610
H -0.9947 3.1727 -2.1633
H -2.2671 1.9688 -1.8795
H -0.4736 0.3255 -1.2150
H 0.7814 1.5819 -1.6552
H -1.1783 1.8373 0.6078
H 0.0990 2.9922 0.2286
H 0.2267 0.1906 1.4191
H 1.7312 0.8872 0.9037
H 1.6675 1.5858 3.2162
H 1.0022 2.8667 2.3774
H -0.6209 2.5432 4.0867
H -1.3112 1.6773 2.7740
H -0.5115 0.7698 4.0693
C 0.9614 -1.7300 4.7772
C 0.7874 -2.4511 3.4213
C 0.5291 -3.9746 3.5040
C 0.2962 -4.6202 2.1221
C 1.5686 -4.5740 1.2494
C 2.0376 -5.9234 0.7192
H -0.0615 -1.6624 5.1492
H 1.3702 -0.7419 4.5695
H 1.6392 -2.2968 5.4143
H -0.0479 -1.9521 2.9239
H 1.6908 -2.2387 2.8463
H -0.4207 -4.1543 4.0155
H 1.3340 -4.3795 4.1197
H 0.0537 -5.6797 2.2176
H -0.5118 -4.0686 1.6408
H 1.4811 -3.8483 0.4389
H 2.4192 -4.2546 1.8590
H 1.2621 -6.3803 0.1025
H 2.9962 -5.8775 0.1987
H 2.2935 -6.6085 1.5322
C -4.1989 2.6553 5.5756
C -4.9832 2.9280 4.2853
O -4.2174 2.4859 3.1763
O -2.9403 3.3437 5.5230
H -3.9722 1.5943 5.7093
H -4.7021 2.9782 6.4864
H -5.3806 3.9363 4.1674
H -5.8427 2.2470 4.3208
H -4.5878 2.8812 2.3834
H -2.6866 3.2097 4.6009
C -6.4931 2.4837 -1.7961
C -5.5912 1.3994 -2.3822
O -4.5581 1.9484 -3.2215
O -7.3431 3.0245 -2.8176
H -5.8800 3.2769 -1.3605
H -7.1538 2.0848 -1.0278
H -6.2552 0.8316 -3.0394
H -5.1204 0.7565 -1.6410
H -4.9952 2.6685 -3.6866
H -6.8185 3.6062 -3.3761
C 2.8996 2.9652 -5.6155
C 1.6949 2.9687 -4.6642
O 1.0926 4.2507 -4.6072
O 2.4360 2.5861 -6.9236
H 3.6492 2.2614 -5.2421
H 3.3623 3.9532 -5.5961
H 1.9646 2.6413 -3.6549
H 1.0312 2.1469 -4.9447
H 1.1531 4.6043 -3.7085
H 3.1553 2.8311 -7.5140
O -4.4040 6.3551 -3.8517
C -3.2203 6.4441 -4.1094
N -2.6981 7.6202 -4.4214
C -2.3367 5.2105 -4.0791
H -3.3452 8.3882 -4.4993
H -1.7533 7.7523 -4.7408
H -1.8053 5.1853 -3.1280
H -1.6586 5.1157 -4.9269
H -2.9780 4.3314 -4.1099
O 0.9011 5.4455 -2.1198
C 0.5026 6.3066 -1.3516
N 1.0474 7.5243 -1.2977
C -0.6963 6.0218 -0.4514
H 1.7917 7.7924 -1.9195
H 0.5559 8.2400 -0.7885
H -1.3893 6.8581 -0.5442
H -0.3877 5.9225 0.5911
H -1.1130 5.0499 -0.7023
*
```



Entry 6:
Density functional theory data (ωB97M-V/def2-TZVPD) for a cluster of 2 separate species, C21H24BFN4O in total.

HOMO level = -13.26 eV

```
! RIJCOSX wB97M-V def2-TZVPD def2/J DEFGRID3
* xyz 2 1
C -5.3965 -4.1453 3.1899
C -4.6334 -3.1190 2.3884
F -3.6767 -3.7671 1.6127
C -3.9016 -2.1113 3.2787
B -3.6587 -0.7319 2.6010
O -3.1673 -0.7204 1.2252
C -1.9605 -1.0939 1.1070
N -0.8686 -1.4217 1.0026
C -3.9063 0.6141 3.3341
C -4.9457 1.4668 2.9661
C -5.1264 2.6176 3.7146
C -4.2505 2.8649 4.7627
N -3.2385 2.0777 5.1111
C -3.0840 0.9570 4.4025
H -6.0208 -3.6536 3.9271
H -4.6797 -4.7496 3.7373
H -6.0292 -4.7598 2.5631
H -5.3180 -2.6302 1.6957
H -4.4628 -1.9551 4.1916
H -2.9355 -2.5208 3.5852
H -5.5998 1.2327 2.1414
H -5.9174 3.3125 3.4951
H -4.3946 3.7598 5.3511
H -2.2766 0.2983 4.6876
C 6.5339 4.4411 -3.9592
N 5.6374 3.3062 -3.6235
C 6.1810 2.1101 -3.3446
C 5.3911 1.0392 -3.0016
C 4.0079 1.1931 -2.9342
C 3.4721 2.4398 -3.2415
C 4.3080 3.4790 -3.5847
C 3.1257 0.0677 -2.5325
C 2.2663 0.1945 -1.4485
C 1.4364 -0.8523 -1.0991
N 1.4517 -1.9925 -1.8034
C 2.2808 -2.1463 -2.8493
C 3.1287 -1.1368 -3.2333
C 0.5405 -3.1081 -1.4408
H 7.1444 4.1613 -4.8133
H 7.1581 4.6532 -3.0951
H 5.9332 5.3100 -4.2032
H 7.2583 2.0393 -3.3978
H 5.8642 0.0944 -2.7725
H 2.4050 2.6121 -3.2255
H 3.9306 4.4606 -3.8304
H 2.2380 1.0983 -0.8557
H 0.7539 -0.7948 -0.2568
H 2.2410 -3.0945 -3.3662
H 3.7752 -1.2932 -4.0858
H 1.1404 -3.9943 -1.2513
H -0.1394 -3.2755 -2.2725
H -0.0153 -2.8336 -0.5497
*
```



Entry 7:
Density functional theory data (ωB97M-V/def2-TZVPD) for a structure of composition C24H18IMoN7O.

HOMO level (spin up / spin down) = -18.37 / -18.42 eV

```
! RIJCOSX wB97M-V def2-TZVPD def2/J DEFGRID3
* xyz 4 3
Mo 0.3673 0.0679 0.9039
C 2.0636 13.6992 1.6886
O 2.9539 12.5171 1.7565
C 2.5329 11.3110 1.6346
C 3.5499 10.3018 1.7301
C 3.2134 8.9874 1.6105
C 1.8684 8.6180 1.3933
C 0.8611 9.6131 1.3021
C 1.1652 10.9362 1.4171
C 1.5719 7.1917 1.2641
N 2.4947 6.2544 1.3273
C 1.8312 5.0842 1.1499
C 0.4704 5.3041 0.9861
N 0.3159 6.6600 1.0740
C -0.4515 4.2407 0.7317
C -1.8281 4.3700 0.4516
C -2.5772 3.2583 0.1442
C -1.9705 2.0012 0.1431
N -0.6814 1.8468 0.4346
C 0.0866 2.9448 0.6978
C 1.4955 2.7115 0.8728
N 1.9397 1.4162 0.7635
C 3.2497 1.1601 0.8041
C 4.1915 2.1721 0.9812
C 3.7638 3.4735 1.1336
C 2.3858 3.7652 1.0763
H 2.7436 14.5314 1.8273
H 1.3539 13.6256 2.5085
H 1.6115 13.7176 0.7004
H 4.5664 10.6324 1.8960
H 3.9694 8.2193 1.6789
H -0.1735 9.3440 1.1365
H 0.3986 11.6942 1.3459
H -0.5450 7.1802 1.0145
H -2.3026 5.3429 0.4562
H -3.6274 3.3353 -0.0999
H -2.5376 1.1102 -0.1020
H 3.5566 0.1258 0.6869
H 5.2413 1.9143 0.9966
H 4.4724 4.2794 1.2791
I 1.3386 -2.7568 6.2062
C 0.4011 -1.8807 4.6151
C -0.9852 -1.8078 4.3808
N -1.1938 -1.1573 3.2461
N -0.0088 -0.7773 2.6728
C 0.9594 -1.2231 3.5428
H -1.8171 -2.1832 4.9604
H -2.0882 -0.9797 2.8075
H 2.0020 -1.0288 3.3349
N 0.1258 -2.1120 -1.5397
C 0.2224 -1.3410 -0.6978
H 0.0456 -2.7799 -2.2987
*
```



Entry 8:
Density functional theory data (ωB97M-V/def2-TZVPD) for a cluster of 2 separate species, C9H12N4 in total.

HOMO level = -17.29 eV

```
! RIJCOSX wB97M-V def2-TZVPD def2/J DEFGRID3
* xyz 2 1
C 3.1161 -0.5631 -1.0927
C 3.6099 -1.1134 0.1312
C 1.8763 0.0768 -1.0914
C 1.5811 -0.6000 1.1303
C -1.2020 2.7898 0.4862
C -0.0107 2.0008 0.2088
C -1.8525 -1.2478 -0.3810
C -0.9307 4.0115 0.9271
C -3.3567 -3.1862 -0.5325
N 2.8270 -1.0708 1.1915
N 1.1542 0.0921 0.0500
N -2.5417 -2.1553 -0.2694
N -0.0741 0.7390 0.1501
H 3.5873 -0.6551 -2.0523
H 4.5495 -1.6491 0.2832
H 1.4664 0.4891 -1.9375
H 0.8233 -0.8203 2.0088
H -2.0650 2.2538 0.3147
H 0.9705 2.4896 -0.0093
H -1.0412 -0.5388 -0.3500
H 0.1506 4.2892 1.0701
H -1.6207 4.7688 1.3875
H -3.0330 -4.1168 -0.8933
H -3.8786 -3.4112 0.4589
H -4.1052 -2.8726 -1.1889
*
```



Entry 9:
Density functional theory data (ωB97M-V/def2-TZVPD) for a structure of composition C19H24CdCl2O2Te4.

HOMO level = -0.63 eV

```
! RIJCOSX wB97M-V def2-TZVPD def2/J DEFGRID3
* xyz -2 1
Cd 0.2387 -0.0851 -0.6137
C 2.1752 0.5971 1.4030
C 2.2895 1.1788 0.1365
C 2.5556 0.1218 -0.8175
C 2.6272 -1.1021 -0.0667
C 2.3779 -0.8026 1.2766
C 2.1962 -1.7809 2.3989
C 2.9083 -2.4461 -0.6684
C 3.1084 0.3132 -2.2011
C 2.2828 2.6486 -0.1668
C 1.7476 1.2957 2.6591
H 2.9910 -1.7027 3.1494
H 2.1902 -2.8081 2.0332
H 1.2452 -1.6176 2.9147
H 3.9826 -2.6315 -0.7841
H 2.4472 -2.5399 -1.6545
H 2.4980 -3.2495 -0.0549
H 4.1949 0.4670 -2.1780
H 2.6599 1.1691 -2.7095
H 2.9111 -0.5583 -2.8275
H 2.3476 2.8100 -1.2442
H 3.1381 3.1585 0.2908
H 1.3732 3.1409 0.1907
H 2.3160 0.9475 3.5266
H 0.6857 1.1289 2.8728
H 1.8926 2.3757 2.5814
C -2.7736 -3.1276 -0.3861
C -2.0961 -1.8256 -0.0536
O -0.8322 -1.8823 0.0306
C -2.8125 -0.8219 0.7977
C -3.9472 -1.2237 1.4996
C -4.6152 -0.3846 2.3788
C -4.1389 0.9083 2.5574
C -3.0247 1.3445 1.8679
C -2.3223 0.5102 0.9727
O -1.2971 1.0167 0.3387
H -2.2337 -3.5948 -1.2091
H -3.8163 -3.0130 -0.6781
H -2.7001 -3.7808 0.4906
H -4.3185 -2.2299 1.3536
H -5.4931 -0.7344 2.9082
H -4.6463 1.5857 3.2369
H -2.6499 2.3541 1.9876
Te -2.6581 -0.5618 -2.4506
Te -4.5727 -1.9630 -3.6237
Te -0.6587 -3.3156 -5.2780
Te -0.1974 -1.3261 -3.5439
Cl -0.8420 5.6819 -1.9036
C 0.2219 4.4222 -2.5828
Cl -0.5123 2.8292 -2.5734
H 1.1190 4.4008 -1.9771
H 0.4373 4.7029 -3.6068
*
```



Entry 10:
Density functional theory data (ωB97M-V/def2-TZVPD) for an isolated molecule of C2H6O2.

HOMO level = -9.99 eV
SMILES = OCCO

```
! RIJCOSX wB97M-V def2-TZVPD def2/J DEFGRID3
* xyz 0 1
C 0.7276 0.4221 -0.1290
C -0.8747 0.2987 0.0641
H 0.9079 0.8648 -1.1461
H 1.0111 1.1152 0.5307
H -1.4054 0.8537 1.1274
H -1.3216 1.0147 -0.6697
H -0.5714 -1.5431 -0.4414
H 1.4224 -1.1534 0.7669
O -1.2943 -1.0243 -0.0887
O 1.3985 -0.8484 -0.0142
*
```



Entry 11:
Density functional theory data (ωB97M-V/def2-TZVPD) for a structure of composition C3H6CeLiO4.

HOMO level (spin up / spin down) = -17.54 / -17.60 eV

```
! RIJCOSX wB97M-V def2-TZVPD def2/J DEFGRID3
* xyz 2 2
O -1.7377 -0.2571 -1.2489
C -1.0501 0.2526 -0.2750
O 0.1725 0.3899 -0.2814
O -1.7811 0.4931 0.7673
C -1.1860 0.3216 2.0640
H -1.9879 0.3974 2.8080
H -0.7461 -0.6699 2.2177
H -0.3732 1.0843 2.1431
C -1.0323 -0.8255 -2.3608
H -1.8070 -1.1774 -3.0451
H -0.4157 -0.0604 -2.8471
O 4.1715 0.7334 0.8569
Ce 2.5352 0.0909 -0.4667
Li 5.6461 0.8865 1.6862
H -0.4083 -1.6595 -2.0181
*
```



| no. | maximum force (eV/Å) |
| --- | --- |
| 1 | 3.784 |
| 2 | 6.299 |
| 3 | 2.614 |
| 4 | 2.479 |
| 5 | 2.203 |
| 6 | 1.334 |
| 7 | 0.523 |
| 8 | 5.462 |
| 9 | 0.931 |
| 10 | 10.742 |
| 11 | 6.294 |